(1)
Density functional theory data (ωB97M-V/def2-TZVPD) for the ion C5H12N3O with charge +1.

Last column: Löwdin charge in e.
Positions of all 21 atoms, in Å:
C: 1.054 -1.595 0.280  -0.538
C: 1.448 -2.926 0.801  0.030
C: -0.852 2.606 -0.419  0.026
C: -1.229 1.282 1.584  0.175
C: -0.485 0.042 -1.641  -0.080
N: -0.128 -1.103 0.434  0.177
N: -0.835 1.417 0.379  -0.173
N: -0.168 0.386 -0.319  -0.141
O: 2.068 -0.907 -0.044  0.108
H: 0.657 -3.598 0.513  0.091
H: 1.371 -2.932 1.904  0.116
H: 2.381 -3.309 0.475  0.089
H: -0.237 2.476 -1.273  0.082
H: -1.929 2.707 -0.749  0.148
H: -0.556 3.365 0.293  0.116
H: 1.830 0.079 -0.402  0.211
H: -1.492 2.097 2.299  0.143
H: -1.174 0.174 1.836  0.123
H: -1.424 -0.523 -1.640  0.112
H: 0.293 -0.609 -2.003  0.100
H: -0.596 0.873 -2.308  0.085

Results
Gap between HOMO and LUMO (alpha / beta)   9.488 / 9.488 eV
Spin multiplicity   1
HOMO (alpha / beta)   -13.81 / -13.81 eV
Net charge   +1
SMILES   C=[N+](C)N(C)/N=C(/C)O
Energy relative to the best compared isomer or geometry (same formula, charge and spin)   123.9 kcal per mole

---

(2)
Density functional theory data (ωB97M-V/def2-TZVPD) for an isolated molecule of C5H12N4.

Last column: Löwdin charge in e.
Positions of all 21 atoms, in Å:
C: -1.239 -0.703 0.607  -0.138
C: 1.021 -1.739 0.011  -0.157
C: 0.103 0.393 -1.052  -0.596
C: -0.598 0.515 1.175  -0.340
C: -0.190 -0.971 -0.470  -0.283
N: 1.366 0.486 -1.709  0.094
N: -0.873 1.007 -1.963  0.072
N: -0.452 0.797 2.479  0.184
N: 0.050 1.258 0.251  0.130
H: 1.535 1.428 -2.040  0.077
H: 2.129 0.179 -1.122  0.065
H: -0.865 0.454 -2.814  0.078
H: -1.806 0.919 -1.574  0.061
H: -0.974 0.279 3.165  0.111
H: 0.341 1.332 2.808  0.113
H: -0.028 2.274 0.280  0.134
H: -2.245 -0.489 0.220  0.101
H: -1.329 -1.508 1.339  0.110
H: 0.712 -2.632 0.561  0.062
H: 1.723 -1.183 0.678  0.061
H: 1.619 -2.094 -0.832  0.061

Results
Gap between HOMO and LUMO   6.192 eV
Spin multiplicity   1
HOMO   -5.62 eV
Energy relative to the best compared isomer or geometry (same formula, charge and spin)   58.8 kcal per mole

---

(3)
Density functional theory data (ωB97M-V/def2-TZVPD) for the ion C5H12N4 with charge +2.

Last column: Löwdin charge in e.
Positions of all 21 atoms, in Å:
C: 0.432 -1.182 1.082  0.039
C: -0.734 0.689 -0.638  0.094
C: -1.706 -1.071 2.344  0.030
C: 0.888 -0.187 -2.269  0.046
C: 1.495 1.477 -0.665  0.062
N: 1.097 -0.724 0.024  0.144
N: -0.888 -0.796 1.177  -0.097
N: -1.337 0.228 0.398  0.198
N: 0.629 0.249 -0.910  -0.282
H: 0.936 -1.911 1.754  0.194
H: -1.107 1.635 -1.262  0.252
H: -2.501 -0.442 2.221  0.055
H: -2.088 -2.103 2.562  0.143
H: -1.156 -0.701 3.303  0.159
H: 1.459 -1.061 -2.277  0.106
H: -0.050 -0.446 -2.875  0.162
H: 1.470 0.511 -2.850  0.121
H: 2.503 1.287 -0.714  0.110
H: 1.525 2.217 -1.362  0.099
H: 1.461 1.805 0.342  0.121
H: -2.327 0.527 0.615  0.243

Results
Gap between HOMO and LUMO (alpha / beta)   8.751 / 8.750 eV
Spin multiplicity   1
HOMO (alpha / beta)   -18.74 / -18.74 eV
Net charge   +2
SMILES   CN1C=N[N+](C)(C)C=[NH+]1
Energy relative to the best compared isomer or geometry (same formula, charge and spin)   118.8 kcal per mole

---

(4)
Density functional theory data (ωB97M-V/def2-TZVPD) for the ion C5H12N4O with charge +2.

Last column: Löwdin charge in e.
Positions of all 22 atoms, in Å:
C: -1.478 -0.190 -0.102  0.029
C: -2.623 -0.705 -0.307  0.115
C: -0.800 1.057 -0.550  -0.194
C: -0.165 0.404 0.605  -0.303
C: 3.362 -0.767 -0.721  -0.079
N: -3.813 -1.226 -0.466  0.261
N: -0.212 0.840 1.875  0.179
N: 1.034 -0.657 0.357  0.192
N: 2.157 0.054 -0.559  -0.012
O: -1.595 2.154 -0.168  0.065
H: -0.197 1.231 -1.397  0.166
H: 3.165 -1.565 -1.448  0.097
H: 4.072 -0.151 -1.367  0.144
H: 3.716 -1.139 0.184  0.064
H: -4.618 -0.901 0.008  0.146
H: -4.000 -2.015 -1.082  0.168
H: -0.196 0.336 2.764  0.152
H: -0.778 1.718 2.019  0.168
H: 1.414 -0.844 1.305  0.186
H: 0.604 -1.429 -0.029  0.130
H: 2.403 0.986 -0.041  0.179
H: -1.454 2.809 -0.880  0.148

Results
Gap between HOMO and LUMO   9.858 eV
Spin multiplicity   1
HOMO   -18.02 eV
Net charge   +2
SMILES   CN[NH2+][C@]1(N)C(=C=[NH2+])[C@H]1O
Energy relative to the best compared isomer or geometry (same formula, charge and spin)   136.8 kcal per mole

---

(5)
Density functional theory data (ωB97M-V/def2-TZVPD) for a structure of composition C5H12N6O9Zn.

Last column: Löwdin charge in e.
Positions of all 33 atoms, in Å:
Zn: -0.222 1.303 0.306  0.723
C: -1.224 2.166 2.540  -0.952
O: -1.999 2.567 3.432  -0.126
O: -1.022 0.912 2.252  -0.187
O: -0.585 2.914 1.667  -0.190
C: 1.819 1.121 -1.210  -0.922
O: 1.873 0.851 0.077  -0.167
O: 0.612 1.448 -1.563  -0.160
O: 2.788 1.022 -1.985  -0.082
C: 2.862 -2.175 2.190  -0.686
O: 3.582 -2.387 1.227  0.001
N: 2.826 -2.995 3.305  0.114
N: 2.038 -1.110 2.288  0.184
H: 3.177 -3.930 3.261  0.075
H: 2.147 -2.733 3.995  0.074
H: 1.600 -0.569 1.548  0.066
H: 1.739 -0.812 3.202  0.097
C: -2.460 2.165 -1.670  -0.644
O: -2.020 1.631 -0.693  0.062
N: -3.792 2.366 -1.934  0.140
N: -1.683 2.521 -2.724  0.159
H: -4.412 2.004 -1.235  0.099
H: -4.047 2.804 -2.796  0.075
H: -2.170 3.087 -3.397  0.077
H: -0.739 2.158 -2.797  0.078
C: -0.248 -1.667 -0.847  -0.635
O: -0.528 -0.768 -0.083  0.032
N: 1.054 -1.867 -1.189  0.195
N: -1.125 -2.512 -1.453  0.150
H: 1.406 -2.646 -1.706  0.092
H: 1.678 -1.200 -0.735  0.086
H: -0.823 -3.370 -1.866  0.078
H: -2.102 -2.296 -1.407  0.095

Results
Gap between HOMO and LUMO   4.860 eV
Spin multiplicity   1
HOMO   -0.07 eV
Net charge   -2
Energy relative to the best compared isomer or geometry (same formula, charge and spin)   0.0 kcal per mole

---

(6)
Density functional theory data (ωB97M-V/def2-TZVPD) for the ion C5H12NO with charge -1.

Last column: Löwdin charge in e.
Positions of all 19 atoms, in Å:
C: -1.714 0.232 2.081  -0.164
N: -1.526 0.749 0.688  -0.088
C: -0.579 -0.029 -0.249  -0.435
C: 0.727 0.627 -0.470  -0.223
C: 2.028 -0.180 0.041  -0.539
O: 2.481 -1.219 -0.715  -0.375
C: -1.171 -0.315 -1.625  -0.115
H: -1.797 -0.857 2.213  0.063
H: -0.886 0.532 2.710  0.052
H: -2.684 0.540 2.554  0.062
H: -1.270 1.733 0.868  0.082
H: -0.376 -1.046 0.189  0.140
H: 0.632 1.521 0.113  0.069
H: 0.968 0.910 -1.553  0.119
H: 1.704 -0.422 1.090  0.071
H: 2.681 0.736 0.130  0.064
H: -1.212 0.571 -2.190  0.027
H: -0.474 -0.842 -2.368  0.099
H: -2.191 -0.871 -1.525  0.089

Results
Gap between HOMO and LUMO   6.195 eV
Spin multiplicity   1
HOMO   -2.40 eV
Net charge   -1
SMILES   CN[C@@H](C)CC[O-]
Energy relative to the best compared isomer or geometry (same formula, charge and spin)   41.2 kcal per mole

---

(7)
Density functional theory data (ωB97M-V/def2-TZVPD) for the ion C5H12NO with charge -1.

Last column: Löwdin charge in e.
Positions of all 19 atoms, in Å:
C: 1.599 0.749 -1.024  -0.525
O: 1.828 -0.442 -0.435  -0.351
C: 0.338 1.500 -0.559  -0.218
C: -0.937 0.631 -0.446  -0.229
C: -1.129 0.021 0.933  -0.247
C: -0.170 -1.100 1.243  -0.333
N: -0.228 -2.272 0.360  -0.026
H: 2.450 1.473 -0.962  0.070
H: 1.486 0.612 -2.136  0.073
H: 0.570 1.991 0.399  0.098
H: 0.066 2.184 -1.354  0.075
H: -1.822 1.261 -0.560  0.090
H: -0.812 -0.251 -1.066  0.096
H: -2.158 -0.383 0.942  0.096
H: -1.027 0.778 1.733  0.103
H: 0.863 -0.774 1.237  0.079
H: -0.382 -1.523 2.220  0.076
H: 0.527 -2.167 -0.324  0.042
H: -1.060 -2.289 -0.201  0.029

Results
Gap between HOMO and LUMO   6.787 eV
Spin multiplicity   1
HOMO   -2.50 eV
Net charge   -1
SMILES   NCCCCC[O-]
Energy relative to the best compared isomer or geometry (same formula, charge and spin)   12.7 kcal per mole

---

(8)
Density functional theory data (ωB97M-V/def2-TZVPD) for a cluster of 2 separate species, C5H12NO in total.

Last column: Löwdin charge in e.
Positions of all 19 atoms, in Å:
C: -1.808 -0.262 1.754  -0.154
C: -1.700 0.609 0.570  -0.227
C: -1.240 0.175 -0.634  -0.225
C: -0.989 1.098 -1.763  -0.151
H: -2.171 -1.213 1.390  0.055
H: -0.865 -0.444 2.300  0.071
H: -2.571 0.084 2.481  0.059
H: -1.838 1.717 0.659  0.093
H: -0.985 -0.877 -0.750  0.095
H: -1.419 2.099 -1.522  0.064
H: 0.077 1.230 -1.979  0.046
H: -1.520 0.729 -2.687  0.068
N: 2.836 -1.584 0.148  -0.055
C: 2.307 -0.164 0.183  -0.563
O: 1.276 0.061 -0.678  -0.345
H: 2.010 -2.176 0.073  0.020
H: 3.369 -1.650 -0.733  0.027
H: 2.043 0.127 1.230  0.068
H: 3.188 0.441 -0.041  0.054

Results
Gap between HOMO and LUMO   6.725 eV
Spin multiplicity   1
HOMO   -2.52 eV
Net charge   -1
Energy relative to the best compared isomer or geometry (same formula, charge and spin)   24.8 kcal per mole

---

(9)
Density functional theory data (ωB97M-V/def2-TZVPD) for a structure of composition C5H12NO.

Last column: Löwdin charge in e.
Positions of all 19 atoms, in Å:
C: 1.848 -0.578 -0.425  -0.170
O: 2.403 0.943 -0.799  -0.164
C: 0.455 -0.675 0.185  -0.595
C: -0.471 0.345 -0.530  -0.222
C: -1.956 0.325 -0.080  -0.279
C: -2.131 1.206 1.147  -0.141
N: -0.250 -1.920 0.372  -0.111
H: 2.582 -1.097 0.208  0.107
H: 1.862 -1.155 -1.351  0.103
H: 0.530 -0.358 1.247  0.099
H: -0.415 0.194 -1.612  0.098
H: -0.080 1.355 -0.335  0.090
H: -2.041 -0.704 0.292  0.060
H: -2.499 0.519 -1.000  0.087
H: -1.304 1.120 1.851  0.062
H: -2.991 0.975 1.787  0.052
H: -2.247 2.253 0.844  0.057
H: 2.193 0.571 0.089  -0.031
H: 0.219 -2.750 0.007  -0.100

Results
Gap between HOMO and LUMO   5.893 eV
Spin multiplicity   1
HOMO   -1.73 eV
Net charge   -1
Energy relative to the best compared isomer or geometry (same formula, charge and spin)   89.2 kcal per mole

---

(10)
Density functional theory data (ωB97M-V/def2-TZVPD) for the ion C5H12NO with charge -1.

Last column: Löwdin charge in e.
Positions of all 19 atoms, in Å:
C: 2.636 0.511 -0.796  -0.125
C: 1.374 -0.330 -0.679  -0.315
N: 0.423 0.290 0.234  -0.062
C: -1.909 1.152 0.448  -0.089
C: -0.984 0.019 0.020  -0.439
C: -1.475 -1.310 0.689  -0.552
O: -2.734 -1.636 0.430  -0.342
H: 3.162 0.518 0.162  0.058
H: 2.384 1.551 -1.008  0.061
H: 3.326 0.159 -1.558  0.052
H: 1.632 -1.343 -0.331  0.098
H: 0.888 -0.468 -1.638  0.102
H: 0.748 0.146 1.187  0.103
H: -2.917 0.785 0.295  0.056
H: -1.712 1.334 1.515  0.067
H: -1.740 2.082 -0.084  0.048
H: -1.151 -0.201 -1.035  0.121
H: -0.713 -2.075 0.352  0.077
H: -1.240 -1.183 1.796  0.080

Results
Gap between HOMO and LUMO   6.002 eV
Spin multiplicity   1
HOMO   -2.24 eV
Net charge   -1
SMILES   CCN[C@H](C)C[O-]
Energy relative to the best compared isomer or geometry (same formula, charge and spin)   11.4 kcal per mole

---

Number 1: F_max 5.81 eV/A, DFT total energy -436.83138 a.u.. Number 2: F_max 0.44 eV/A, DFT total energy -416.65176 a.u.. Number 3: F_max 5.28 eV/A, DFT total energy -415.89419 a.u.. Number 4: F_max 6.12 eV/A, DFT total energy -491.16361 a.u.. Number 5: F_max 2.25 eV/A, DFT total energy -2982.98777 a.u.. Number 6: F_max 2.57 eV/A, DFT total energy -327.63042 a.u.. Number 7: F_max 1.94 eV/A, DFT total energy -327.67586 a.u.. Number 8: F_max 2.44 eV/A, DFT total energy -327.65656 a.u.. Number 9: F_max 4.51 eV/A, DFT total energy -327.55391 a.u.. Number 10: F_max 1.14 eV/A, DFT total energy -327.67789 a.u..